(1)
14
Properties=species:S:1:pos:R:3:mulliken_charge:R:1 method="wB97M-V/def2-TZVPD" homo_lumo_gap_ev=9.553 homo_energy_ha=-0.32255 lumo_ev=0.777
C -1.66096 0.43646 0.51899 -0.483
C -0.41972 0.86000 -0.25159 -0.325
C 2.53209 -0.44188 0.24023 -0.283
H -3.44401 -0.85018 -0.44772 0.248
H -1.82918 -1.85185 0.28922 0.235
H -1.51111 0.20104 1.65319 0.222
H -2.47574 1.08470 0.25072 0.341
H 0.08446 1.95385 -0.51960 0.250
H -0.22429 0.72738 -1.41049 0.363
H 2.29028 -0.86953 1.48755 0.203
H 3.42577 -0.53433 -0.28822 0.393
N -2.12929 -0.90021 -0.37806 -0.638
N 1.60859 -0.06283 -0.62567 -0.398
O 0.57753 0.21909 0.37071 -0.127

(2)
14
Properties=species:S:1:pos:R:3:mulliken_charge:R:1 method="wB97M-V/def2-TZVPD" homo_lumo_gap_ev=9.941 homo_energy_ha=-0.33509 lumo_ev=0.823
C 0.29213 0.94862 -1.40880 -1.036
N 0.11675 0.15213 -0.21222 0.093
C 1.26153 -0.11328 0.63049 -1.020
C -1.06513 -0.52598 -0.04625 0.551
N -1.27449 -1.00454 1.24540 -0.498
O -1.86944 -0.70585 -0.94649 -0.641
H -0.67752 1.03836 -1.89794 0.352
H 0.65443 1.94849 -1.13963 0.358
H 0.99508 0.49872 -2.12277 0.326
H 1.35452 -1.18369 0.84563 0.391
H 2.14914 0.20797 0.08311 0.380
H 1.24022 0.42190 1.59118 0.266
H -2.24008 -1.26801 1.38237 0.262
H -0.93717 -0.41484 1.99592 0.218

(3)
14
Properties=species:S:1:pos:R:3:mulliken_charge:R:1 method="wB97M-V/def2-TZVPD" homo_lumo_gap_ev=9.454 homo_energy_ha=-0.31335 lumo_ev=0.928
C -0.90661 0.82767 -1.43513 -1.088
C -0.22463 1.15532 -0.19747 -0.402
C 0.34241 1.49582 0.80655 0.754
N 0.98542 1.90106 1.92106 -0.554
H -1.97549 1.00686 -1.31995 0.272
H -0.53370 1.45084 -2.24837 0.263
H -0.75138 -0.22167 -1.68853 0.299
H 0.41846 1.83908 2.75761 0.249
H 1.88862 1.46062 2.04506 0.270
N 0.00032 -2.37499 -0.58000 -0.435
O 0.39930 -1.77162 0.65575 -0.376
H -0.69728 -3.07587 -0.32966 0.217
H 0.82216 -2.87536 -0.91912 0.220
H 0.23240 -0.81775 0.53219 0.311

(4)
14
Properties=species:S:1:pos:R:3:mulliken_charge:R:1 method="wB97M-V/def2-TZVPD" homo_lumo_gap_ev=4.542 homo_energy_ha=-0.29422 lumo_ev=-3.464
C 0.36012 1.48442 1.55910 -0.765
N 0.82893 0.63063 0.47239 -0.407
C -0.27350 -0.25916 0.21579 -0.469
C -0.04227 -1.10734 -1.03286 0.221
N -1.24388 -1.66916 -1.42612 -0.514
O 0.74641 -0.22140 -1.95583 -0.567
H -0.60587 1.98760 1.35961 0.322
H 0.22543 0.91765 2.49833 0.290
H 1.06277 2.29202 1.76570 0.320
H 1.05847 0.48615 -1.39001 0.382
H -0.41546 -0.92109 1.09033 0.317
H -1.24985 0.25867 0.05584 0.376
H 0.73335 -1.87452 -0.80926 0.223
H -1.18464 -2.00446 -2.40300 0.272

(5)
14
Properties=species:S:1:pos:R:3:mulliken_charge:R:1 method="wB97M-V/def2-TZVPD" homo_lumo_gap_ev=10.122 homo_energy_ha=-0.34025 lumo_ev=0.863
H 2.64704 2.52048 0.64160 0.222
N 1.92233 1.86846 0.40221 -0.574
C 2.33348 0.69760 0.12755 0.056
N 1.51122 -0.15015 -0.58121 -0.440
H 3.41713 0.58450 0.07592 0.301
H 1.41048 -1.12809 -0.39836 0.228
H 0.62351 0.27361 -0.82984 0.229
C -2.37814 -1.71843 -0.41605 -0.917
C -1.82279 -0.68276 0.47957 0.136
O -1.50573 0.41364 0.09851 -0.469
H -2.15077 -1.45030 -1.44721 0.270
H -3.45289 -1.81071 -0.26713 0.308
H -1.86526 -2.66793 -0.30123 0.311
H -1.78725 -0.90037 1.56785 0.339

(6)
14
Properties=species:S:1:pos:R:3:mulliken_charge:R:1 method="wB97M-V/def2-TZVPD" homo_lumo_gap_ev=10.282 homo_energy_ha=-0.34323 lumo_ev=0.942
H -0.70293 -1.04244 1.63680 0.240
N -0.10204 -0.23809 1.77658 -0.655
C 1.02975 -0.53726 2.26468 0.151
N 1.89562 0.42187 2.70843 -0.434
H 1.45657 -1.53346 2.09937 0.279
H 1.84278 1.36822 2.38824 0.218
H 2.79569 0.17365 3.09443 0.208
C -1.43754 -0.70248 -2.36298 -0.604
C -0.82398 0.42771 -2.06386 -0.005
O -0.89720 1.60332 -2.77004 -0.488
H -1.05516 -1.65151 -1.98629 0.206
H -2.15454 -0.97139 -3.13228 0.262
H -0.20557 0.54589 -1.17266 0.319
H -1.64146 2.13597 -2.48043 0.303

(7)
14
Properties=species:S:1:pos:R:3:mulliken_charge:R:1 method="wB97M-V/def2-TZVPD" homo_lumo_gap_ev=9.009 homo_energy_ha=-0.29532 lumo_ev=0.973
C -1.07119 0.90955 1.13305 -0.744
C -0.27789 0.29535 0.27770 0.348
C 0.02322 -0.37001 -0.96024 -0.213
N -1.52682 -0.63694 -1.09243 -0.567
N 1.45411 0.55443 0.74712 -0.487
O 2.41072 -0.45958 0.38545 -0.442
H -0.63687 1.40401 1.99392 0.323
H -2.14591 0.78022 1.11022 0.328
H 0.54630 -1.31864 -0.83856 0.248
H 0.36772 0.27350 -1.76665 0.279
H -1.87027 -0.52765 -2.04246 0.195
H -1.82680 -1.52345 -0.69493 0.194
H 1.88205 1.45279 0.50789 0.202
H 2.67164 -0.83358 1.23992 0.335

(8)
15
Properties=species:S:1:pos:R:3:mulliken_spin:R:1 method="wB97M-V/def2-TZVPD" homo_lumo_gap_ev="2.518 / 8.582" homo_energy_ha="0.05360 / -0.17070" spin_multiplicity=2 lumo_ev="3.977 / 3.937" total_charge=-1
O -0.84474 -0.95956 -1.72963 0.186
C -1.11050 -1.04429 -0.49640 0.398
N -1.87794 -2.04191 0.12994 0.129
C -0.74055 0.06737 0.45488 0.548
N 0.18214 1.07734 -0.27365 -0.069
C 1.59130 1.43853 0.15822 0.063
O 2.69048 0.68762 -0.46201 0.044
H -2.09436 -2.85619 -0.47405 0.012
H -1.62127 -2.22211 1.11680 -0.035
H -0.01365 -0.49112 1.07999 0.045
H -1.59676 0.52074 1.14322 -0.256
H -0.32589 1.79993 -0.62248 -0.036
H 1.68563 1.42049 1.26865 -0.005
H 1.82899 2.44166 -0.09384 -0.002
H 2.24711 0.16150 -1.19963 -0.021

(9)
15
Properties=species:S:1:pos:R:3:mulliken_charge:R:1 method="wB97M-V/def2-TZVPD" homo_lumo_gap_ev=5.023 homo_energy_ha=0.01365 lumo_ev=5.395 total_charge=-2
C -1.99092 0.26298 -0.10551 -0.811
C -1.64423 2.62449 0.76437 -0.909
C -1.47080 1.31754 0.89499 0.186
N 9.26369 -6.82894 -3.10329 -0.566
N -3.48382 3.35065 1.49530 0.206
O -3.46799 3.79561 2.70951 -0.580
O -4.58224 2.85191 1.09858 -0.551
H -1.61196 -0.78520 0.08769 0.273
H -3.12743 0.26837 -0.10621 0.200
H -1.66221 0.64533 -1.09703 0.229
H -2.09735 2.93539 -0.09184 0.183
H -1.16732 3.41877 1.23893 0.321
H -1.07884 0.99753 1.86866 0.253
H 9.26360 -7.78957 -3.50350 -0.227
H 8.85783 -7.06487 -2.15066 -0.207

(10)
15
Properties=species:S:1:pos:R:3:mulliken_charge:R:1 method="wB97M-V/def2-TZVPD" homo_lumo_gap_ev=10.208 homo_energy_ha=-0.36069 lumo_ev=0.394
C -0.66772 -0.11575 -1.22156 -0.338
C -1.95618 -0.53111 -1.40311 -0.335
N -2.53249 -0.53602 -0.16686 -0.099
C -1.59427 -0.17960 0.74301 -0.187
N -0.46542 0.08415 0.11769 -0.357
H 0.07014 0.20200 -1.93687 0.374
H -2.52601 -0.78060 -2.28068 0.383
H -3.40879 -0.96482 0.08107 0.222
H -1.66171 -0.14253 1.81600 0.376
O 1.86468 -0.35942 1.01352 -0.815
H 0.82687 -0.23645 0.71959 0.467
H 1.69952 -0.33924 1.96317 0.290
O 3.82030 1.37702 0.36028 -0.662
H 3.00748 0.95270 0.72879 0.396
H 3.52362 1.56967 -0.53404 0.283

(11)
15
Properties=species:S:1:pos:R:3:mulliken_charge:R:1 method="wB97M-V/def2-TZVPD" homo_lumo_gap_ev=9.022 homo_energy_ha=-0.34142 lumo_ev=-0.269
C 0.55056 0.05927 0.75378 -0.835
C 1.59603 0.00286 -0.34320 -0.872
C -1.06565 -0.61725 0.28180 0.367
O -0.79054 -1.85981 -0.23843 -0.448
O -1.96458 -0.45244 1.08255 -0.537
H -1.47673 -2.46596 0.08053 0.336
H 0.67118 -0.78142 1.43370 0.352
H 0.64251 0.91470 1.43029 0.478
H 1.48021 -0.89859 -0.94570 0.269
H 2.60003 0.00563 0.08185 0.344
H 1.53491 0.85473 -1.02316 0.310
N -0.73749 2.08680 -0.62829 -0.221
N -1.26771 1.38776 -1.39683 -0.183
H -1.35964 0.20366 -0.86886 0.295
H -0.41309 1.56004 0.29998 0.345

(12)
15
Properties=species:S:1:pos:R:3:mulliken_charge:R:1 method="wB97M-V/def2-TZVPD" homo_lumo_gap_ev=10.286 homo_energy_ha=-0.35636 lumo_ev=0.590
N -1.64410 -0.49947 -0.67729 -0.526
N -0.98506 -0.51590 0.52727 -0.414
C -0.28324 0.85825 0.58696 -0.609
C 0.89763 0.77408 -0.52311 -0.487
C 1.96763 -0.30061 -0.02315 0.389
O 3.09102 -0.02192 -0.01642 -0.461
O 1.36031 -1.56951 0.11286 -0.530
H -1.96099 -1.46762 -0.76477 0.241
H -2.56670 0.11456 -0.55389 0.250
H -1.55230 -0.57540 1.39021 0.234
H 0.20985 0.84410 1.51354 0.390
H -0.83838 1.78900 0.39789 0.383
H 0.57931 0.20450 -1.45510 0.290
H 1.24319 1.79057 -0.73553 0.324
H 0.48183 -1.42464 0.22053 0.526

Calculated values (eV) of ΔE to the lowest compared entry with this formula, charge and spin for the records, taken in order: 8.5739; 0.3512; 4.3452; 7.4543; 2.0226; 2.7072; 6.2038; 2.7233; 0.3874; 1.3437; 5.0489; 3.0231.